Molecular formula: C27H50AlBr2Cl2F5K2MgN3O9S2
Method: DFT, wB97M-V/def2-TZVPD

Each line ends with the Mulliken charge.
Cartesian coordinates (Å):
C  1.781  6.559  -2.073  -1.38
C  0.580  5.920  -1.919  -0.22
C  0.409  4.392  -1.846  -0.15
C  0.638  3.808  -0.359  0.93
S  0.093  5.235  0.717  -0.25
C  2.131  3.314  -0.130  -0.01
O  3.055  3.770  -0.663  -0.47
O  2.110  2.246  0.790  -0.44
C  0.762  1.919  1.207  1.68
C  0.512  0.437  1.687  -0.50
C  -0.303  0.299  2.987  0.48
O  0.310  0.218  4.023  -0.82
F  -1.648  0.205  3.013  -0.30
N  0.638  2.710  2.485  -0.59
C  1.734  2.830  3.057  0.26
S  3.121  3.346  3.550  -0.20
C  -0.041  2.424  -0.054  2.75
C  0.181  1.418  -1.242  -0.49
C  -1.148  0.896  -1.921  -0.01
C  -0.664  -0.052  -3.100  0.69
C  -0.290  0.855  -4.335  -1.22
C  -1.557  2.580  0.345  -3.27
O  -2.208  3.441  -0.580  0.02
C  -3.637  3.371  -0.526  0.10
C  -4.259  3.323  0.899  -0.19
C  -3.864  4.571  1.787  -1.66
H  1.838  7.551  -2.547  0.45
H  2.719  6.087  -1.737  0.28
H  -0.332  6.545  -1.881  0.34
H  -0.591  4.133  -2.247  0.07
H  1.174  3.943  -2.521  0.46
H  -1.180  5.499  0.301  0.05
H  -0.016  -0.150  0.899  -0.16
H  1.520  0.000  1.878  0.40
H  0.723  0.485  -0.941  -0.80
H  0.780  1.844  -2.081  0.33
H  -1.688  0.232  -1.205  0.15
H  -1.766  1.718  -2.338  0.18
H  0.242  -0.615  -2.763  -0.21
H  -1.435  -0.798  -3.388  0.03
H  -0.461  1.932  -4.089  0.24
H  -0.906  0.614  -5.221  0.22
H  0.790  0.764  -4.582  0.35
H  -1.545  3.105  1.338  0.63
H  -2.069  1.606  0.519  0.45
H  -4.005  4.326  -0.990  0.41
H  -4.051  2.544  -1.182  -0.80
H  -4.074  2.354  1.414  0.26
H  -5.368  3.385  0.757  0.57
H  -4.735  4.849  2.468  0.71
H  -3.533  5.437  1.147  0.30
H  -3.050  4.262  2.485  0.27
K  0.023  1.654  5.814  1.04
F  -3.575  0.425  -7.620  -0.42
Al  -3.481  -1.143  -6.901  0.63
F  -5.004  -1.949  -7.028  -0.41
F  -3.102  -0.944  -5.199  -0.27
F  -2.239  -2.077  -7.646  -0.40
Cl  2.226  6.300  -4.465  -0.49
N  3.017  -1.375  -0.650  -0.18
H  3.047  -0.502  -0.111  0.11
H  3.282  -1.184  -1.620  0.42
H  3.675  -2.047  -0.242  0.43
H  2.064  -1.768  -0.626  0.01
C  -0.839  -3.290  2.164  -0.70
O  0.528  -2.948  2.264  0.20
C  1.119  -3.067  3.563  -1.00
C  2.104  -4.228  3.624  -0.29
N  1.410  -5.511  3.576  -0.30
C  2.287  -6.671  3.375  -0.69
C  3.119  -6.732  2.094  -0.48
O  2.374  -6.904  0.900  -0.47
C  1.849  -5.700  0.393  -0.27
H  -1.181  -2.966  1.180  -0.12
H  -0.981  -4.370  2.232  0.43
H  -1.440  -2.785  2.926  0.32
H  0.368  -3.143  4.355  0.47
H  1.673  -2.137  3.720  0.33
H  2.674  -4.157  4.555  0.43
H  2.805  -4.119  2.788  0.11
H  0.735  -5.486  2.822  0.07
H  1.642  -7.552  3.400  0.37
H  2.963  -6.752  4.232  0.41
H  3.755  -7.617  2.171  0.38
H  3.802  -5.880  1.997  0.33
H  2.503  -4.846  0.599  0.12
H  0.848  -5.523  0.796  0.15
H  1.745  -5.798  -0.690  0.29
C  6.019  0.527  3.129  0.64
O  5.047  0.019  2.472  -0.70
O  5.838  1.902  3.310  -0.53
O  7.023  0.017  3.599  -0.68
H  5.001  1.880  2.829  0.25
K  -5.803  6.190  2.618  1.05
Cl  -5.393  1.055  -1.146  -0.51
Mg  -4.738  0.749  -3.253  0.90
Br  -2.739  -5.045  -0.409  -0.13
C  -2.705  -3.747  -1.862  -0.41
C  -1.533  -3.984  -2.781  -0.55
Br  0.157  -3.353  -2.012  -0.06
H  -2.703  -2.759  -1.406  0.09
H  -3.643  -3.892  -2.398  0.43
H  -1.648  -3.415  -3.703  0.27
H  -1.388  -5.034  -3.022  0.48

The charge is +1. For the frontier orbital gap, the calculation gives 1.8 eV.